Computed, not measured: a molecular structure, C4H11O3, with ωB97M-V/def2-TZVPD.

Results
ΔE to the lowest compared entry with this formula, charge and spin ... 1.505 eV
Total energy ... -10468.1747 eV
HOMO-LUMO gap ... 7.92 eV
HOMO ... -0.1359 Eh
Charge ... -1

Positions of all 18 atoms, in Å:
C1 0.0172 1.7254 -0.1179
C2 0.7910 0.8132 0.8692
C3 -0.2270 -0.1709 1.5594
O1 -0.2716 -1.3746 0.8599
C4 -0.3516 0.9339 -1.4012
O2 -0.5525 -0.4183 -1.0979
H1 -0.8461 2.2228 0.3247
H2 0.6596 2.5381 -0.4957
H3 1.4077 1.3615 1.5880
H4 1.4371 0.1664 0.2680
H5 0.0633 -0.3633 2.6064
H6 -1.1999 0.3282 1.4880
H7 0.5096 0.9342 -2.0834
H8 -1.3102 1.2935 -1.8039
H9 -0.4202 -0.7016 -0.0214
H10 -0.3756 -2.7043 -1.3290
H11 0.5710 -3.1197 -0.2294
O3 0.0982 -3.4644 -0.9838